(1)
The following is a DFT calculation (ωB97M-V/def2-TZVPD) of 2 unconnected molecules or ions with the total composition C3H4O2S at a distorted geometry.

XYZ file:
```
10
Properties=species:S:1:pos:R:3:nbo_charge:R:1
S -0.09 1.29 0.07 -0.0882
O -3.46 0.54 -0.10 -0.4906
O -2.27 -1.41 -0.27 -0.5376
C 1.71 -0.82 0.35 -0.3691
C 1.29 0.23 -0.33 -0.3440
C -2.87 -0.41 -0.17 1.0280
H 2.35 -1.58 -0.10 0.2220
H 1.26 -0.86 1.37 0.2164
H 0.58 2.52 0.52 0.1575
H 1.50 0.51 -1.35 0.2055
```

Its relative energy (zero: lowest compared OMol25 entry of this formula, charge and spin) is 0.6896 eV. For the LUMO energy, the calculation gives 0.570 eV. As for the SMILES: O=C=O.C=CS. Its multiplicity is 1.

***

(2)
The following is a DFT calculation (ωB97M-V/def2-TZVPD) of a molecular structure, C24H48AsCoF6O18 at a distorted geometry.

XYZ file:
```
98
Properties=species:S:1:pos:R:3:mulliken_charge:R:1
As -0.94 -1.04 -3.56 1.7351
Co 0.16 -0.01 0.04 0.7851
F -0.42 -0.37 -1.93 -0.1021
F -2.15 0.22 -4.00 -0.4271
F 0.25 -2.35 -3.18 -0.4737
F -2.24 -2.00 -2.87 -0.4414
F -1.25 -1.90 -5.14 -0.4872
F 0.37 -0.12 -4.33 -0.4133
O -0.89 3.34 -2.84 -0.3045
O -3.56 0.63 -0.86 -0.1195
O -0.03 -0.23 4.08 -0.2900
O 0.46 -2.29 -0.10 0.4821
O 3.92 -0.35 -2.15 -0.4861
O 1.65 -4.21 -0.48 -0.4536
O 0.71 -0.68 1.93 0.2125
O -1.79 0.25 0.56 0.4258
O 1.22 2.66 -2.41 -0.1271
O 1.05 1.83 1.26 0.4027
O 2.28 3.77 1.08 -0.4230
O 2.06 0.05 -0.80 0.6347
O -0.35 -4.48 0.02 -0.3773
O -0.44 1.96 -1.05 1.2563
O -4.02 -0.02 1.21 -0.4444
O 4.14 -0.32 0.11 -0.1119
O 0.22 3.93 1.70 -0.3911
O 1.63 -1.73 3.75 -0.3731
C 0.72 -0.89 3.15 0.1030
C -3.60 -0.56 2.52 -0.4745
C -4.87 0.21 -1.27 -0.2099
C -3.00 0.31 0.28 -0.1898
C 3.31 -0.12 -0.93 -0.2270
C 0.57 -3.55 -0.24 0.3078
C -1.01 3.37 2.21 0.5020
C 5.49 -0.67 0.01 -0.3129
C -1.61 -4.18 0.55 0.4728
C -5.19 0.62 -2.70 -1.0390
C -0.05 2.66 -1.99 -0.2916
C 5.89 -0.92 1.46 -1.1419
C 2.35 -2.62 2.91 -0.3366
C 2.90 -3.60 -0.95 -0.2073
C -2.17 4.13 1.53 -1.0609
C 0.07 -0.47 5.45 -0.3036
C -0.81 -1.68 5.82 -1.1435
C -2.42 -5.40 0.75 -1.5588
C 3.38 2.94 0.63 -0.5495
C 1.64 3.05 -3.67 -1.0334
C 1.14 3.08 1.38 0.3429
C -3.14 3.98 -3.64 -1.5916
C -2.20 3.65 -2.40 0.7582
C 3.18 -0.34 -3.39 -0.0098
H 1.06 -0.70 5.85 0.3210
H -3.32 -1.61 2.37 0.2615
H -5.56 0.80 -0.66 0.3304
H 3.22 2.44 -0.32 0.0291
H -4.21 3.99 -3.43 0.4380
H 2.55 -1.21 -3.21 0.1192
H 2.68 2.83 -3.90 0.2906
H -4.41 -0.45 3.25 0.3990
H -1.85 -1.49 5.55 0.2651
H 2.87 -3.38 3.49 0.4349
H 2.71 -3.05 -1.87 0.1210
H -2.40 3.61 0.61 -0.0358
H 4.32 3.48 0.52 0.4133
H -4.91 1.64 -2.96 0.1006
H 3.61 -4.41 -1.14 0.3427
H 2.60 0.55 -3.64 -0.2926
H -1.87 -6.08 1.40 0.3582
H 6.84 -1.46 1.49 0.4383
H -2.55 -5.96 -0.18 0.3656
H -2.92 4.92 -4.15 0.3982
H 5.60 -1.58 -0.58 0.3289
H -4.64 0.08 -3.47 0.2436
H -3.11 4.16 2.08 0.4407
H 3.31 -2.89 -0.23 -0.0518
H -1.03 3.45 3.29 0.4657
H -0.41 -2.62 5.43 0.2983
H 5.30 -1.58 2.10 0.1572
H 1.54 4.13 -3.79 0.3557
H -2.22 4.42 -1.63 0.2956
H -3.08 3.25 -4.44 0.3598
H -1.86 5.15 1.29 0.3584
H 5.99 0.19 -0.45 0.3844
H 3.25 -2.11 2.54 -0.0510
H -1.14 2.31 2.01 -0.4863
H -4.99 -0.86 -1.12 0.3370
H -0.85 -1.91 6.89 0.4302
H -0.31 0.40 5.98 0.4141
H -1.48 -3.62 1.47 0.0607
H -2.72 -0.09 2.95 0.0548
H 1.01 2.51 -4.36 0.4304
H -2.09 -3.44 -0.11 0.1267
H 1.77 -3.18 2.18 0.1529
H 3.62 2.21 1.40 0.2865
H 6.01 0.04 1.97 0.3549
H -6.24 0.46 -2.93 0.4332
H -2.72 2.82 -1.91 -0.5139
H -3.44 -5.19 1.09 0.4057
H 3.86 -0.52 -4.23 0.3366
```

The expectation value of S² is 6.01. The charge is +2. For the LUMO energy (alpha / beta), the calculation gives -4.558 / -11.213 eV. Its multiplicity is 5.

***

(3)
The following is a DFT calculation (ωB97M-V/def2-TZVPD) of 2 unconnected molecules or ions with the total composition C4H11O2SSi at a distorted geometry.

XYZ file:
```
19
Properties=species:S:1:pos:R:3:nbo_charge:R:1
S -2.86 0.06 -0.48 1.3753
Si 0.26 0.04 -0.21 1.5653
O -2.51 -0.92 0.59 -0.9433
O -2.34 1.57 -0.09 -0.6943
C -1.34 0.87 -0.89 -0.4983
C 0.09 0.74 1.55 -1.1695
C 1.97 0.76 -0.73 -1.1344
C 0.34 -1.86 0.20 -1.1021
H 1.24 -2.26 0.48 0.2120
H 0.29 -0.95 -2.13 -0.5833
H 2.50 -0.18 -0.86 0.2349
H 1.06 0.48 2.01 0.2024
H -1.43 1.24 -1.90 0.2022
H 1.74 1.09 -1.75 0.2383
H -0.28 -2.23 -0.54 0.2462
H 2.42 1.52 -0.04 0.2057
H -0.70 0.21 2.08 0.2295
H -0.17 1.85 1.61 0.2074
H -0.28 -2.06 1.10 0.2059
```

Its relative energy (zero: lowest compared OMol25 entry of this formula, charge and spin) is 3.2182 eV. The charge is -1. For the LUMO energy, the calculation gives 3.227 eV. Its multiplicity is 1.

***

(4)
The following is a DFT calculation (ωB97M-V/def2-TZVPD) of 3 unconnected molecules or ions with the total composition C18H41B2N2O5 at a distorted geometry.

XYZ file:
```
68
Properties=species:S:1:pos:R:3:nbo_charge:R:1
O -0.37 4.87 -5.33 -0.3960
O 4.27 4.80 -2.38 -0.9252
O 0.31 0.05 -3.85 -0.9374
O 1.31 -4.82 0.42 -0.5518
O -2.59 0.52 2.82 -0.5487
N 1.34 4.56 -3.25 -0.3716
N 1.47 3.25 -2.81 -0.2377
C 1.27 -0.02 -1.26 -0.8629
C -2.49 -0.56 1.89 -0.0584
C 0.25 2.40 -2.57 -0.4484
C 3.99 4.50 0.34 -1.0300
C 0.75 -5.12 1.69 -0.0632
C 1.41 -1.66 -1.48 -0.6320
C 0.07 -6.52 -0.86 -0.6447
C -0.40 3.00 -1.16 -0.2225
C -2.83 3.61 -0.09 -0.6455
C -3.83 -1.18 1.54 -0.6465
C 2.03 3.48 -1.39 -0.4480
C -2.37 -0.84 4.86 -0.6452
C 0.69 4.15 -0.63 -0.4311
C 0.62 4.65 -4.42 0.8917
C -3.15 0.21 4.09 -0.0658
C 1.53 -6.17 2.46 -0.6455
C 1.41 -5.89 -0.51 -0.0645
C -1.94 3.49 -1.47 -0.4202
B 0.63 0.76 -2.57 1.1107
B 3.46 4.30 -1.23 1.0816
H 5.13 4.80 0.37 0.2732
H 2.11 -6.65 -0.14 0.1676
H -2.70 4.64 0.46 0.2288
H 1.86 -5.48 -1.42 0.1849
H 2.55 -1.91 -1.66 0.2228
H 1.55 -7.13 1.94 0.2073
H -1.79 -1.31 2.26 0.1661
H 2.19 2.62 -3.22 0.4418
H 2.57 -5.85 2.60 0.2143
H 3.80 3.50 0.95 0.2461
H 0.72 4.17 0.56 0.2683
H 3.31 5.34 0.81 0.2657
H 2.37 0.35 -1.01 0.2500
H -3.15 1.15 4.66 0.1920
H -2.61 2.68 0.62 0.2314
H -3.98 3.55 -0.40 0.2337
H 0.80 -2.06 -2.39 0.2263
H -0.64 2.40 -3.34 0.2752
H 1.08 -6.34 3.45 0.2204
H -0.68 -0.17 -3.75 0.5117
H -0.61 -5.76 -1.26 0.2068
H -3.70 -1.97 0.79 0.2168
H -2.49 2.66 -2.14 0.2104
H -2.35 -1.80 4.34 0.2021
H 2.22 2.54 -0.71 0.2940
H -4.20 -0.08 3.98 0.1651
H 1.09 -2.27 -0.52 0.2522
H -0.42 2.20 -0.30 0.2401
H -4.31 -1.63 2.41 0.2136
H 0.64 0.19 -0.27 0.2667
H -1.33 -0.52 5.00 0.2117
H -2.04 -0.14 0.98 0.1641
H 0.45 5.27 -0.87 0.2513
H 4.73 3.98 -2.79 0.5033
H 0.20 -7.31 -1.61 0.2222
H -2.82 -1.00 5.84 0.2251
H 0.75 -4.19 2.27 0.1818
H -4.51 -0.43 1.13 0.2126
H -1.93 4.50 -2.07 0.2225
H -0.30 -5.42 1.58 0.1616
H -0.41 -6.97 0.01 0.2070
```

The charge is +1. For the LUMO energy, the calculation gives -4.676 eV. Its multiplicity is 1.

***

(5)
The following is a DFT calculation (ωB97M-V/def2-TZVPD) of a molecular structure, C42H43F3IMoN6O6SSb at a distorted geometry.

XYZ file:
```
104
Properties=species:S:1:pos:R:3:mulliken_charge:R:1
I -6.47 4.94 -0.07 0.0788
Sb -0.01 -0.33 -2.28 0.9863
Mo -0.05 0.16 0.60 0.6016
S -0.60 -2.79 0.11 1.0508
F 5.58 -3.21 -2.17 -0.3630
F -2.48 -3.86 -6.81 -0.3456
F 0.15 4.13 -6.71 -0.3416
O 0.39 4.18 0.07 -0.7843
O -1.05 -2.63 -1.27 -0.4044
O 0.06 2.01 0.46 -0.4697
O -0.06 -4.08 0.45 -0.8334
O 0.45 -1.69 0.37 -0.3002
O -1.53 -1.96 2.46 -0.5755
N 0.11 0.29 2.72 1.5119
N -1.88 -0.66 0.53 1.5615
N -2.36 4.00 -0.24 -0.0756
N -2.81 2.76 -0.08 0.0903
N -5.80 -0.12 -2.11 -0.7085
N 2.25 0.35 0.61 -0.2629
C -2.16 1.24 2.83 -1.8346
C -0.04 -2.24 -4.70 -0.6271
C 2.02 -2.59 -2.04 0.0287
C 2.70 -0.54 5.29 0.2394
C -4.00 -1.02 -0.55 0.1024
C 1.01 2.29 -3.73 -0.1112
C 0.80 3.05 0.34 0.5921
C -0.79 1.14 3.53 1.6109
C -0.58 -3.00 -5.72 -0.7983
C 3.15 -0.59 -2.71 -0.5328
C -2.86 -0.30 -0.32 -1.3981
C -2.80 -2.57 -4.86 -0.5764
C 2.99 -3.65 3.15 -1.8188
C -0.79 2.16 -5.83 -0.9153
C 2.31 2.81 0.57 -1.1300
C -1.95 -3.15 -5.79 0.0736
C 1.96 -1.25 -2.41 0.3407
C -2.01 -1.91 1.18 0.6666
C 0.14 1.22 -3.80 0.6145
C -4.53 4.18 -0.13 -0.9605
C 2.81 1.52 -0.07 0.1670
C 1.03 3.27 -4.70 -0.9879
C 4.39 -2.58 -2.26 0.1712
C -4.13 2.84 0.00 -0.0494
C -0.87 -1.64 -3.76 0.2189
C -4.19 -2.28 0.13 -0.7108
C 3.16 0.00 6.61 -1.7911
C 4.37 -1.25 -2.64 -0.6659
C 3.11 -1.78 4.84 -0.6571
C -3.36 4.90 -0.28 -0.2161
C -0.78 1.18 -4.85 -0.4907
C 1.16 -0.32 3.41 0.8548
C 2.58 -2.30 3.67 -0.1374
C 1.62 -1.58 2.98 0.7637
C 0.13 3.18 -5.75 0.2252
C -0.29 2.60 3.64 -1.4715
C -3.24 -2.68 0.99 -1.5079
C -1.06 0.53 4.92 -1.6402
C -2.24 -1.82 -3.84 -0.3345
C 3.23 -3.26 -1.96 -0.7923
C -4.99 -0.53 -1.41 -0.2534
C 1.77 0.20 4.56 -0.7554
H 1.20 -2.05 2.11 -0.2133
H -3.30 -3.60 1.56 0.5690
H -2.72 0.68 -0.78 1.2095
H 2.58 0.33 1.58 0.2484
H -0.26 3.07 2.66 0.1056
H 3.08 -4.38 3.95 0.4636
H -0.90 -1.20 2.60 0.0332
H 0.70 2.67 4.08 0.1574
H 2.84 3.67 0.17 0.5147
H 2.45 -0.34 7.37 0.2971
H -2.89 -1.36 -3.11 0.4488
H 1.52 1.16 4.95 0.1815
H -1.50 2.13 -6.64 0.5003
H 2.47 2.76 1.65 0.2780
H 5.29 -0.74 -2.88 0.4818
H 3.27 -4.30 -1.66 0.5466
H -3.86 -2.70 -4.95 0.5259
H -2.65 0.27 2.80 0.4668
H 3.82 -2.36 5.41 0.4566
H 3.17 1.09 6.61 0.3704
H -5.09 -2.84 -0.04 0.6030
H -0.98 3.16 4.28 0.5664
H 1.11 -3.12 -1.81 0.6570
H 1.72 4.10 -4.66 0.4945
H 3.14 0.44 -3.04 0.2902
H 2.50 1.49 -1.12 -0.5881
H -0.50 1.03 5.71 0.4486
H -0.80 -0.52 4.94 0.2322
H 2.27 -4.02 2.42 0.3254
H -2.80 1.90 3.41 0.8214
H 1.69 2.38 -2.89 0.2254
H -2.07 1.65 1.82 -0.1398
H -4.74 1.98 0.16 0.4952
H 3.97 -3.57 2.66 0.3167
H 3.91 1.51 -0.04 0.4549
H 2.61 -0.50 0.18 0.1019
H -1.50 0.38 -4.91 0.4291
H -1.34 4.16 -0.26 0.3293
H 1.03 -2.09 -4.65 0.5085
H 4.14 -0.37 6.87 0.4442
H 0.05 -3.47 -6.46 0.4797
H -2.11 0.61 5.17 0.4982
H -3.21 5.95 -0.40 0.4427
```

Its relative energy (zero: lowest compared OMol25 entry of this formula, charge and spin) is 0.0000 eV. For the LUMO energy (alpha / beta), the calculation gives -1.536 / -1.235 eV. Its multiplicity is 1.